The following is a DFT calculation (wB97M-V/def2-TZVPD) of C31H82CrF2N7O12S2 as an isolated structure at a distorted geometry.

XYZ file:
```
137
Properties=species:S:1:pos:R:3:forces:R:3:mulliken_spin:R:1
Cr 12.446 -24.085 7.204 2.273 -0.575 1.205 2.00
N 11.086 -23.050 6.275 -2.722 3.148 -0.096 -0.05
S 10.285 -22.918 4.966 -0.080 -4.338 -7.979 0.01
O 10.669 -21.865 4.043 -1.059 0.045 1.657 0.00
O 8.948 -23.437 4.935 0.651 0.587 0.482 0.00
F 11.118 -24.078 4.213 0.097 -1.120 -0.203 0.00
S 10.392 -21.537 6.676 0.184 4.295 6.605 0.01
O 8.968 -21.258 6.822 2.056 -1.480 -1.299 -0.01
O 11.261 -20.482 6.278 -0.018 -0.165 -0.307 0.01
F 10.787 -21.694 8.233 -0.023 -0.233 -0.156 0.03
C 11.385 -27.787 2.203 -0.869 1.471 -0.452 0.11
C 11.432 -27.545 0.607 0.527 -2.201 -0.069 0.00
C 10.439 -28.462 -0.096 -0.473 -1.458 -0.044 0.00
C 9.017 -28.002 -0.240 0.535 1.633 1.079 -0.01
C 9.029 -26.590 -0.796 -0.677 -0.933 -0.097 0.01
C 9.908 -25.581 0.002 -0.996 -0.818 -1.297 0.02
N 11.223 -26.204 0.131 -0.240 0.386 4.777 0.64
O 12.085 -25.342 0.824 -0.202 -0.972 -1.446 0.06
C 10.118 -24.408 -0.885 -1.316 1.603 -1.132 0.05
C 9.317 -25.087 1.384 1.465 -0.403 -0.523 0.09
C 12.859 -28.011 0.204 0.048 -0.158 0.574 0.05
H 10.505 -27.299 2.623 0.170 0.396 0.041 -0.01
H 12.287 -27.378 2.658 -0.166 -0.095 0.008 0.00
H 11.196 -28.819 2.500 0.596 -0.236 -0.778 0.00
H 10.893 -28.777 -1.035 -0.216 -0.114 -0.116 0.00
H 10.214 -29.328 0.528 1.304 -0.489 -0.082 0.00
H 8.676 -27.925 0.793 -0.670 -0.244 0.092 0.00
H 8.398 -28.720 -0.778 0.086 0.248 -0.065 0.00
H 7.987 -26.280 -0.866 0.205 0.676 -0.031 0.00
H 9.413 -26.740 -1.805 0.093 0.735 -0.250 -0.01
H 10.397 -23.481 -0.385 0.479 -0.193 -0.058 0.00
H 10.642 -24.612 -1.819 0.558 -0.046 0.296 -0.01
H 9.118 -24.213 -1.272 -0.161 0.343 0.025 0.00
H 10.060 -24.426 1.831 0.093 -0.197 0.164 -0.01
H 8.466 -24.428 1.209 -0.322 -0.642 -0.160 0.00
H 9.178 -25.957 2.026 -0.629 0.428 0.048 0.00
H 13.155 -27.792 -0.822 -0.210 0.050 0.012 -0.01
H 12.844 -29.092 0.347 0.062 -0.030 -0.207 0.00
H 13.603 -27.641 0.909 0.030 0.244 -0.226 0.00
H 12.544 -24.986 0.060 0.833 1.087 -0.088 0.01
C 14.098 -19.222 9.336 2.506 1.220 1.822 0.00
O 13.197 -19.865 8.563 -1.431 -1.216 -1.501 0.00
H 15.007 -18.864 8.854 -0.229 0.607 -1.036 0.00
H 13.626 -18.384 9.849 0.281 -0.073 0.376 0.00
H 14.624 -19.896 10.012 -0.802 -0.366 0.720 0.00
H 12.515 -19.225 8.344 -0.457 0.022 -0.358 0.00
C 6.275 -18.998 6.438 -0.006 0.503 -0.827 0.00
O 6.845 -18.091 5.444 -0.919 -0.708 1.290 0.00
H 7.063 -19.350 7.105 -0.139 -0.131 0.106 0.00
H 5.452 -18.554 6.998 0.393 0.636 0.050 0.00
H 5.769 -19.825 5.940 0.338 -0.367 -0.100 0.00
H 7.257 -18.695 4.822 0.437 0.134 -0.476 0.00
C 10.639 -16.262 3.290 -1.461 1.227 -0.073 0.00
C 10.063 -17.551 3.841 1.368 -1.368 -0.638 0.00
C 9.261 -18.312 2.778 -1.063 0.559 1.933 0.00
O 8.426 -19.336 3.400 0.652 1.248 -0.715 0.00
C 7.704 -20.063 2.421 0.404 -1.132 1.118 0.00
N 11.312 -18.249 4.121 0.522 -1.231 0.248 0.00
H 9.852 -15.704 2.783 -0.065 0.645 0.457 0.00
H 11.388 -16.343 2.501 0.111 -0.842 0.036 0.00
H 11.138 -15.719 4.093 -0.339 0.252 -0.086 0.00
H 9.488 -17.568 4.767 -0.173 0.892 -0.045 0.00
H 10.018 -18.751 2.128 -0.553 -0.009 -0.758 0.00
H 8.540 -17.575 2.424 0.211 -0.146 -1.159 0.00
H 8.445 -20.744 2.002 -0.273 -0.314 -0.588 0.00
H 7.142 -19.551 1.640 0.302 0.667 0.139 0.00
H 6.996 -20.631 3.025 -0.131 -0.263 -0.304 0.00
H 11.764 -18.259 3.218 0.675 0.083 -0.079 0.00
H 11.147 -19.234 4.272 -0.204 -0.333 0.561 0.00
C 8.001 -19.241 10.531 0.395 1.540 0.173 0.00
C 9.364 -19.049 9.891 -0.318 -0.149 -0.964 0.00
C 9.677 -17.643 9.267 -1.403 -0.467 -1.948 0.00
O 11.037 -17.300 9.071 1.486 -0.108 0.540 0.00
C 11.262 -16.003 8.432 -0.659 -0.877 0.885 0.00
N 10.322 -19.320 10.912 0.507 -0.341 0.037 0.00
H 8.022 -18.663 11.454 -0.203 -0.033 0.337 0.00
H 7.943 -20.296 10.800 -0.609 0.143 -0.251 0.00
H 7.208 -18.774 9.948 -0.291 -0.734 -0.179 0.00
H 9.384 -19.877 9.182 0.569 0.399 -0.690 0.00
H 9.084 -16.896 9.795 0.310 0.397 0.355 0.00
H 9.350 -17.643 8.227 -1.112 -0.074 -0.067 0.00
H 10.708 -15.932 7.496 -0.197 0.013 0.035 0.00
H 12.318 -15.851 8.211 -0.015 -0.450 0.227 0.00
H 10.944 -15.257 9.161 -0.092 0.307 -0.293 0.00
H 11.167 -19.091 10.409 0.890 0.069 0.837 0.00
H 10.097 -18.559 11.538 0.874 0.110 0.854 0.00
C 10.630 -27.844 5.951 -0.229 -0.480 -0.690 0.00
C 10.641 -26.397 6.324 -2.364 0.803 1.310 0.00
C 9.576 -26.097 7.406 -1.204 0.257 -1.749 0.00
O 9.760 -24.762 7.870 0.293 -0.667 -0.367 0.01
C 8.774 -24.229 8.721 -1.317 -1.332 1.257 0.00
N 11.921 -26.094 6.962 -0.415 -1.221 -1.004 -0.02
H 10.625 -28.442 6.862 -0.304 -0.389 -0.208 0.00
H 11.513 -28.127 5.378 0.457 0.109 0.059 0.00
H 9.846 -28.086 5.233 -0.486 -0.177 0.562 0.00
H 10.377 -25.763 5.478 0.676 0.115 0.042 0.00
H 9.453 -26.930 8.098 0.843 0.269 1.131 0.00
H 8.631 -26.223 6.877 -0.517 0.614 -0.145 0.00
H 8.834 -23.183 9.021 0.727 0.083 -0.824 0.00
H 8.792 -24.791 9.655 0.136 -0.117 0.446 0.00
H 7.755 -24.413 8.381 -0.016 0.186 -0.604 0.00
H 12.397 -26.794 6.411 1.913 0.657 -0.077 0.01
H 11.843 -26.663 7.793 0.174 0.348 1.097 0.01
C 15.036 -21.039 5.900 0.370 0.816 -1.409 0.00
C 14.097 -22.219 5.834 0.945 0.758 -1.424 0.01
C 14.640 -23.467 5.091 0.218 1.831 1.223 -0.01
O 13.701 -24.483 5.279 0.086 -0.301 0.537 0.02
C 13.870 -25.596 4.438 -1.078 -0.446 -0.074 0.00
N 13.705 -22.370 7.230 -0.181 -1.434 -0.200 -0.03
H 14.398 -20.317 6.408 0.682 0.660 -0.171 0.00
H 15.312 -20.668 4.913 -0.290 0.207 -0.141 0.00
H 16.009 -21.130 6.383 -0.189 -0.548 0.548 0.00
H 13.258 -21.832 5.256 -0.337 -0.339 0.101 -0.01
H 15.623 -23.738 5.477 0.183 -0.308 0.241 0.00
H 14.804 -23.188 4.050 -0.351 -0.135 -0.243 0.00
H 13.555 -25.279 3.444 0.089 -0.383 -0.247 0.00
H 13.198 -26.348 4.849 -0.139 0.003 -0.571 0.00
H 14.840 -26.094 4.419 0.473 0.620 0.151 0.00
H 13.426 -21.442 7.518 -0.997 0.498 0.363 0.03
H 14.615 -22.387 7.668 0.201 -0.756 0.813 0.01
C 12.829 -24.154 11.558 0.656 1.856 -0.247 0.00
C 13.120 -23.859 10.067 2.385 -1.385 1.278 0.03
C 14.201 -24.898 9.575 -1.879 1.443 0.626 0.00
O 14.133 -24.972 8.119 1.135 0.347 2.369 -0.06
C 15.235 -25.753 7.757 0.421 -1.381 -1.844 0.00
N 11.964 -24.002 9.280 -1.979 -0.541 -0.610 -0.04
H 11.953 -23.597 11.889 -0.276 -0.094 -0.161 0.00
H 13.628 -23.611 12.064 0.182 -0.667 0.651 0.00
H 12.729 -25.196 11.864 0.244 0.020 -0.261 0.00
H 13.627 -22.906 9.918 -0.593 0.332 0.186 0.00
H 14.054 -25.877 10.030 -0.216 -0.275 -0.321 0.00
H 15.125 -24.506 9.999 0.506 -0.160 -0.727 0.00
H 16.183 -25.491 8.225 -0.215 0.347 0.144 0.00
H 15.354 -25.723 6.674 0.077 0.336 0.037 0.00
H 15.033 -26.807 7.950 0.016 -0.176 0.430 0.00
H 11.214 -23.393 9.574 0.229 1.607 -0.413 0.00
H 11.500 -24.755 9.767 -0.125 -1.587 -0.775 0.02
```
Forces are in eV/Å.

Calculated values
* highest occupied orbital energy (alpha / beta): -12.134 / -11.794 eV
* spin multiplicity: 4
* energy: -123980.0557 eV
* charge: +2